The following is a quantum chemistry calculation of 2 unconnected molecules or ions with the total composition C9H10IN in a non-equilibrium geometry, from the Open Molecules 2025 dataset.

```
21
Properties=species:S:1:pos:R:3
C 1.75378 -3.11701 -0.00475
C 0.53058 -3.25586 -0.67847
C 2.03166 -2.06499 0.87159
C -0.43037 -2.26298 -0.45474
C 1.14313 -0.99387 0.89962
C -0.03765 -1.17943 0.26267
C -1.67382 2.96312 0.18924
C -0.28727 2.49418 -0.12402
C -1.46343 1.54916 -0.34256
N -1.88166 0.50464 0.49414
I -3.55087 -0.57056 0.24474
H 2.51196 -4.00796 -0.17721
H 0.23000 -4.02750 -1.23802
H 2.82082 -2.00491 1.48652
H -1.46725 -2.55484 -0.92701
H 1.15756 -0.05866 1.43000
H -2.02889 2.89802 1.17191
H -2.12831 3.56894 -0.52059
H 0.25856 2.61126 -1.13271
H 0.34214 2.30323 0.65622
H -1.76087 1.31208 -1.31674
```

The calculation puts the HOMO energy (spin up / spin down) at -8.30 / -8.13 eV. The calculation puts the energy relative to the best compared isomer or geometry (same formula, charge and spin) at 5.371 eV. The LUMO energy (spin up / spin down) is -0.01 / -0.32 eV. The total energy is -701.1436 hartree.

---

The following is a quantum chemistry calculation of a single C9H10N2O molecule in a non-equilibrium geometry, from the Open Molecules 2025 dataset.

```
22
Properties=species:S:1:pos:R:3
C 0.76726 -0.39043 1.44199
C 0.55076 0.43949 0.25362
C -0.31303 0.00774 -0.66678
C -0.75839 -1.49384 -0.50251
C -0.76870 0.77725 -1.80997
C -0.29602 2.33141 -1.53941
C -1.37681 2.98597 -0.78234
N -2.39642 3.22332 -0.31025
C -0.25269 2.93664 -2.87063
N -0.09438 3.28340 -3.94916
O 1.00226 2.33548 -1.05397
C 1.08806 1.81195 0.31624
H -0.06892 -0.95746 1.54708
H 0.85766 0.30517 2.35705
H 1.75537 -0.92486 1.37922
H -0.01921 -2.01737 0.06579
H -0.77480 -1.86007 -1.47771
H -1.71189 -1.58586 0.11838
H -0.36127 0.24559 -2.69509
H -1.84213 0.83019 -1.87169
H 0.53365 2.37114 1.03710
H 2.21713 1.84147 0.45136
```

The calculation puts the HOMO energy at -9.48 eV. The calculation puts the energy relative to the best compared isomer or geometry (same formula, charge and spin) at 4.129 eV. The LUMO energy is 0.64 eV. Its SMILES is CC1=C(C)CC(C#N)(C#N)OC1. The total energy is -533.5926 hartree.

---

The following is a quantum chemistry calculation of 2 unconnected molecules or ions with the total composition C9H10N2O in a non-equilibrium geometry, from the Open Molecules 2025 dataset.

```
22
Properties=species:S:1:pos:R:3
C 2.68479 2.60215 0.18719
C 2.14066 1.53826 0.00204
C -1.04784 -0.20127 -0.60251
C -2.23052 0.43599 -0.19251
C -0.02969 0.62209 -0.20012
C 2.75996 -1.33016 -1.25569
C -3.72204 0.08534 -0.32690
C 0.68626 -1.30884 1.70265
C 1.37436 0.40152 -0.38045
N -1.88682 1.53719 0.48607
N 1.76417 -0.52238 -1.21347
O -0.55864 1.65917 0.48750
H 2.96490 3.54037 0.52361
H -0.84962 -1.18674 -1.08812
H 2.95996 -1.93942 -2.16971
H 3.31934 -1.53974 -0.32954
H -3.90784 -0.88704 0.24627
H -4.33474 0.78645 0.22948
H -4.07194 -0.12973 -1.34762
H -0.22157 -0.92400 1.43591
H 1.31955 -0.76960 2.29067
H 0.88731 -2.46961 1.51525
```

The calculation puts the HOMO energy (spin up / spin down) at -7.24 / -8.54 eV. The calculation puts the energy relative to the best compared isomer or geometry (same formula, charge and spin) at 9.226 eV. The LUMO energy (spin up / spin down) is 0.08 / -1.04 eV. The total energy is -533.4053 hartree.

---

The following is a quantum chemistry calculation of a single C9H10N2O2Se molecule in a non-equilibrium geometry, from the Open Molecules 2025 dataset.

```
24
Properties=species:S:1:pos:R:3
N 3.14690 0.87630 -2.05196
C 3.10371 0.57124 -0.76410
O 4.03794 0.73192 0.00507
C 1.78441 -0.07358 -0.25964
Se 0.75701 1.27208 0.94812
C -1.05535 0.53772 0.60625
C -1.26376 -0.80746 0.34198
C -2.56048 -1.14054 0.15688
C -3.65139 -0.24642 0.24828
C -3.35780 1.03385 0.57115
C -2.03180 1.39036 0.77232
C 1.97435 -1.24332 0.69654
N 2.53431 -0.83147 1.88224
O 1.58178 -2.41397 0.51029
H 2.51370 0.60699 -2.71668
H 4.01049 1.22484 -2.40559
H 1.25879 -0.49207 -1.10568
H -0.41805 -1.44962 0.07681
H -2.81475 -2.23541 0.07645
H -4.60960 -0.50962 0.02648
H -4.04958 1.86420 0.40776
H -1.82297 2.48583 1.01105
H 2.94668 0.03457 1.98595
H 2.77266 -1.38553 2.72074
```

The calculation puts the HOMO energy at -8.30 eV. The LUMO energy is 0.34 eV. Its SMILES is NC(=O)C([Se]c1ccccc1)C(N)=O. The total energy is -3010.3612 hartree.

---

The following is a quantum chemistry calculation of a single C9H10N2O3 molecule in a non-equilibrium geometry, from the Open Molecules 2025 dataset.

```
24
Properties=species:S:1:pos:R:3
O -3.26245 -1.20573 -0.49678
N -2.12228 -0.80397 -0.50032
O -1.23001 -1.27965 -1.17734
C -1.90616 0.42307 0.36720
O -3.05979 0.68893 0.92241
C -0.73326 0.12257 1.39558
C 0.45061 -0.36189 0.66749
C 1.37740 -1.24936 1.14230
C 2.45219 -1.65747 0.30972
C 2.77363 -0.94174 -0.84191
C 2.03078 0.19347 -1.07964
C 0.86296 0.43874 -0.44998
C 0.08695 1.62330 -0.83291
N -1.37113 1.33455 -0.75996
H -3.59430 -0.08893 0.64215
H -1.00187 -0.57181 2.14236
H -0.41028 1.14626 1.77288
H 1.13878 -1.79947 2.08169
H 3.09550 -2.46744 0.67450
H 3.66626 -1.05731 -1.41172
H 2.14048 0.82965 -1.87512
H 0.25560 2.46144 -0.10349
H 0.12723 2.02432 -1.84164
H -1.76684 2.19847 -0.74747
```

The calculation puts the HOMO energy at -8.84 eV. The calculation puts the energy relative to the best compared isomer or geometry (same formula, charge and spin) at 4.787 eV. The LUMO energy is 0.19 eV. Its SMILES is O=[N+]([O-])[C@@]1(O)Cc2ccccc2CN1. The total energy is -684.0434 hartree.